2 unconnected molecules or ions with the total composition C4H12N2O, computed with ωB97M-V with the def2-TZVPD basis set.

The geometry in XYZ format:
```
19
Properties=species:S:1:pos:R:3:forces:R:3
C -1.61037 0.01722 -0.86652 -0.77 -0.05 -0.07
N -1.83314 -0.58813 0.47364 -1.41 -0.35 -1.57
C -0.82052 -0.98508 1.13083 1.96 0.07 1.13
N -0.78679 -1.26827 2.45989 0.32 1.08 0.15
H -2.40605 0.72074 -1.02396 -0.38 0.61 0.20
H -1.72224 -0.65529 -1.73402 0.55 -0.26 0.70
H -0.62427 0.50894 -0.68653 0.04 -0.16 -0.82
H -2.77684 -0.74385 0.78219 -0.24 0.27 0.41
H 0.16186 -0.82500 0.57886 0.04 0.07 -0.08
H -1.44364 -0.69745 3.01591 0.32 -0.78 -0.26
H 0.18544 -1.10755 2.78588 -1.03 -0.48 -0.11
C 1.62160 0.35939 -1.29614 0.61 -0.67 -0.13
O 0.93127 0.40566 -0.11475 -0.04 -0.31 0.41
C 2.28207 1.72535 -1.51242 -1.06 0.92 -0.95
H 1.00413 -0.00144 -2.20193 0.35 0.74 0.75
H 2.42604 -0.43245 -1.24067 -0.26 0.56 -0.16
H 2.94594 1.75454 -2.40302 -0.29 0.07 0.48
H 2.82744 1.98303 -0.60532 0.18 -0.09 -0.09
H 1.47487 2.54414 -1.61850 1.12 -1.25 0.01
```
Positions in Å, forces in eV/Å.

The calculation puts the orbital gap at 7.62 eV. Its HOMO energy is -7.23 eV. Its relative energy (zero: lowest compared OMol25 entry of this formula, charge and spin) is 362.5 kJ/mol.

=====

3 unconnected molecules or ions with the total composition C3H11NO2, computed with ωB97M-V with the def2-TZVPD basis set.

The geometry in XYZ format:
```
17
Properties=species:S:1:pos:R:3:forces:R:3
C 1.62241 -0.72357 -0.66100 -1.24 1.19 0.22
C 0.66362 0.46284 -0.54586 2.60 -0.92 0.21
C 1.11713 1.68870 -0.41187 -1.46 -0.53 -0.69
N 0.19063 2.75865 -0.44401 -2.05 0.48 -0.47
H 2.15847 -0.89300 0.30919 0.03 -0.06 -1.33
H 0.91626 -1.49482 -0.87534 0.00 -1.44 0.23
H 2.11064 -0.59590 -1.63282 1.01 -0.25 0.57
H -0.31305 0.23783 -0.76615 -2.42 -0.25 0.07
H 2.21568 1.64171 -0.56458 -0.66 1.77 0.65
H 0.50355 3.65950 -0.20060 0.29 0.83 0.29
H -0.92954 2.71747 -0.50929 4.04 -0.75 0.27
H -1.96233 -1.64198 2.49825 0.38 0.86 1.17
H -0.90711 -0.61645 2.85790 0.07 0.11 0.02
O -1.64649 -1.08045 3.26773 -0.48 -0.99 -1.31
H -1.12364 -2.12013 -0.55674 1.20 0.10 -1.05
H -2.55209 -1.90116 -1.24359 -1.62 1.10 -4.25
O -2.06414 -2.09925 -0.52120 0.32 -1.25 5.42
```
Positions in Å, forces in eV/Å.

The net charge is -1. The calculation puts the orbital gap (spin up / spin down) at 2.62 / 8.24 eV. Its spin multiplicity is 2. Its HOMO energy (spin up / spin down) is 1.02 / -4.72 eV. As for the expectation value of S²: 0.7505. Its relative energy (zero: lowest compared OMol25 entry of this formula, charge and spin) is 241.8 kJ/mol.

=====

Q: What is the formula in the first record?
A: C4H12N2O